ORCA calculation (wB97M-V/def2-TZVPD) on a 2-piece molecular cluster, C4H10O overall.

```
15
Properties=species:S:1:pos:R:3:mulliken_charge:R:1
C -0.15643 1.16318 -1.75342 -1.109
C 0.19521 1.16085 -0.26350 0.117
C -0.96592 0.59655 0.50893 -0.493
C 0.65083 -2.28713 0.86339 -0.839
O -1.18800 1.38804 1.53909 -0.313
H -1.03403 1.79012 -1.94267 0.317
H -0.39305 0.14890 -2.08905 0.294
H 0.67166 1.54952 -2.35483 0.331
H 1.03022 0.46383 -0.09652 0.115
H 0.51132 2.15167 0.09305 0.303
H -0.20564 -1.67784 0.55958 0.137
H 0.83716 -3.06678 0.12117 0.255
H 1.53764 -1.65139 0.94959 0.214
H 0.44489 -2.74547 1.83393 0.272
H -1.93585 1.01594 2.03126 0.399
```

## Properties
- DFT total energy (eV) = -6355.0368
- E_HOMO (eV) = -8.5
- relative energy (zero: lowest compared OMol25 entry of this formula, charge and spin) (kcal/mol) = 63.8